Entry 1:
130
Properties=species:S:1:pos:R:3 method="wB97M-V/def2-TZVPD" orbital_gap_ev="1.832 / 7.259" multiplicity=6 largest_force_ev_per_a=6.20 total_charge=-1
N -18.4438 1.9916 -15.5452
H -17.8822 2.4563 -14.8462
H -19.3884 1.9228 -15.1944
H -18.0569 1.0638 -15.6433
H -18.5110 2.6290 -16.3258
Ni -18.6454 5.1632 -13.6236
Ni -23.4997 4.9247 -13.8206
Cu -22.1473 3.0785 -10.8984
O -19.5901 5.3801 -15.5388
P -20.9642 6.0500 -15.7545
O -22.2652 5.3107 -15.3130
F -21.0036 6.4509 -17.3056
F -20.9819 7.4458 -14.9110
S -21.0277 2.6784 -13.5905
O -19.9559 3.6425 -13.7124
O -20.9278 1.7263 -14.6900
O -20.7103 1.9444 -12.3514
O -22.3651 3.3103 -13.3710
S -21.1679 6.0439 -11.6515
O -21.4476 5.3063 -10.4273
O -22.3524 5.7793 -12.5140
O -21.2826 7.4387 -11.2956
O -19.8896 5.8139 -12.2811
C -16.3425 2.1286 -12.1949
C -15.8972 3.2062 -13.2107
C -14.9325 2.6526 -14.2499
O -17.0004 3.8270 -13.7574
H -17.1996 2.4226 -11.5890
H -15.6282 1.7432 -11.4674
H -16.6792 1.2664 -12.7706
H -15.2805 3.8895 -12.6268
H -14.2805 3.2803 -14.8573
H -15.4002 1.9630 -14.9526
H -14.1461 2.0285 -13.8255
C -14.3317 2.9498 -18.8760
O -15.6065 3.5328 -18.9189
C -16.1759 4.2263 -17.7899
C -17.6947 4.4576 -18.1709
N -18.3147 3.1178 -18.1318
C -19.6460 3.0960 -18.5081
C -20.2119 1.6052 -18.4006
O -19.5654 0.7247 -19.3227
C -18.9118 -0.2951 -18.6972
H -14.2475 2.6201 -17.8404
H -13.4973 3.6151 -19.0977
H -14.1744 2.1760 -19.6274
H -15.7215 5.2164 -17.7548
H -16.0451 3.6275 -16.8885
H -17.7328 4.9369 -19.1491
H -18.1664 5.0052 -17.3549
H -17.8138 2.5262 -18.7792
H -19.7492 3.3734 -19.5571
H -20.2389 3.8578 -18.0019
H -21.2978 1.6535 -18.4816
H -20.2086 1.3247 -17.3473
H -19.5104 -0.9352 -18.0491
H -18.2766 0.0691 -17.8898
H -18.2974 -0.8003 -19.4425
C -18.5915 2.5777 -8.6619
O -19.5819 2.0943 -7.8008
C -20.9126 1.9691 -8.3579
C -21.0468 0.8221 -9.4154
N -22.3336 0.7800 -10.0439
C -23.4479 0.5657 -9.2236
C -24.7519 0.1882 -10.0165
O -25.8147 0.1795 -9.0652
C -26.4821 1.4556 -8.9957
H -18.0629 1.7230 -9.0840
H -17.7943 3.1717 -8.2150
H -18.9613 3.2280 -9.4547
H -21.0480 2.9099 -8.8915
H -21.7139 1.9617 -7.6190
H -20.8890 -0.1672 -8.9858
H -20.2707 1.0097 -10.1574
H -22.2429 0.0588 -10.7452
H -23.6769 1.3404 -8.4918
H -23.3913 -0.4072 -8.7353
H -24.6849 -0.8684 -10.2758
H -24.8841 0.8084 -10.9030
H -26.6073 1.9625 -9.9525
H -26.0614 2.1941 -8.3133
H -27.4718 1.4487 -8.5390
C -27.8066 1.6879 -15.4752
O -26.3932 1.6566 -15.4534
C -25.6756 2.3375 -16.4708
C -24.6183 3.1954 -15.6848
N -25.2196 4.1403 -14.7830
C -25.9510 5.1712 -15.5236
C -26.0399 6.5306 -14.9370
O -24.6965 6.7715 -14.7084
C -24.3343 8.0775 -14.7930
H -28.2084 1.2655 -14.5542
H -28.2589 1.2079 -16.3431
H -28.1434 2.6893 -15.7433
H -26.3162 3.0188 -17.0308
H -25.0724 1.6474 -17.0608
H -23.9880 3.7167 -16.4053
H -23.9882 2.4429 -15.2107
H -25.9417 3.5460 -14.4017
H -27.0166 5.0025 -15.6784
H -25.4966 5.2577 -16.5105
H -26.4566 6.4988 -13.9303
H -26.7095 7.1048 -15.5773
H -24.2798 8.2996 -15.8587
H -23.3055 8.1522 -14.4407
H -24.9153 8.7874 -14.2043
C -18.7234 -2.9195 -8.8614
O -18.9160 -1.8162 -9.6522
C -18.5573 -1.9940 -10.9402
C -19.1320 -0.6682 -11.6357
N -18.8520 -0.4350 -13.0449
C -19.3851 -1.4692 -13.9739
C -18.9085 -1.1445 -15.3754
O -17.6465 -0.4749 -15.5323
C -16.5297 -1.2736 -15.2661
H -19.6152 -3.5406 -8.9449
H -18.6472 -2.6452 -7.8093
H -17.9419 -3.6642 -9.0120
H -18.9159 -2.9672 -11.2754
H -17.4729 -1.9502 -10.8384
H -18.6146 0.1795 -11.1866
H -20.1965 -0.5084 -11.4639
H -19.2896 0.4431 -13.2850
H -20.4712 -1.4788 -14.0652
H -18.9806 -2.4399 -13.6871
H -19.6154 -0.3789 -15.6952
H -18.8908 -1.9132 -16.1479
H -16.7117 -2.1798 -14.6883
H -15.8201 -0.7411 -14.6329
H -16.0461 -1.4242 -16.2313



Entry 2:
129
Properties=species:S:1:pos:R:3 method="wB97M-V/def2-TZVPD" orbital_gap_ev=5.966 largest_force_ev_per_a=5.73 total_charge=+7
C -2.1362 -6.9758 -9.5836
C -1.1163 -7.2011 -8.4311
O -0.0319 -7.8005 -8.5281
N -1.3490 -6.3438 -7.1821
H -2.2680 -5.9252 -7.1640
H -1.2505 -6.9966 -6.4177
C -0.2856 -5.2707 -6.9481
H -3.0491 -6.5917 -9.1283
H -2.3471 -7.9505 -10.0234
H -1.7720 -6.2825 -10.3418
H 0.1060 -5.3026 -5.9313
H -0.8000 -4.3143 -7.0422
H 0.5995 -5.3715 -7.5761
C 0.6740 9.2499 0.4287
C -0.7700 9.5002 -0.0268
O -1.3052 9.0302 -0.9707
N -1.4122 10.5739 0.8220
H -2.2188 10.0990 1.2013
H -0.8323 10.8762 1.5917
C -1.9055 11.8595 -0.0532
H 1.2196 10.1915 0.4902
H 1.0979 8.5481 -0.2896
H 0.6262 8.7320 1.3866
H -2.2396 12.4433 0.8045
H -2.7249 11.3815 -0.5901
H -1.0846 12.2325 -0.6656
C 2.2658 -1.9899 12.6457
C 2.0278 -2.3151 11.1664
O 2.9511 -2.3338 10.3703
N 0.5758 -2.5637 10.7141
H 0.1375 -3.3519 11.1688
H -0.0270 -1.7628 10.8377
C 0.4440 -2.8063 9.1588
H 1.4301 -1.4199 13.0516
H 3.1349 -1.3341 12.6972
H 2.3069 -2.9390 13.1802
H 0.8945 -3.7750 8.9428
H 0.9810 -2.1008 8.5247
H -0.6331 -2.9494 9.0723
C 5.8627 2.2939 5.4000
C 6.4736 3.5244 6.0518
O 5.9142 4.5268 6.5304
N 7.9297 3.2236 6.5424
H 8.3668 2.6231 5.8580
H 8.5617 4.0073 6.4629
C 7.9284 2.6216 7.9186
H 5.1024 2.5642 4.6672
H 5.4776 1.4912 6.0289
H 6.5988 1.8337 4.7409
H 8.9350 2.2400 8.0891
H 7.2351 1.7807 7.9338
H 7.6458 3.4344 8.5877
C 7.2523 -4.7404 0.4539
C 7.3396 -5.4955 1.8605
O 6.3685 -5.8488 2.4865
N 8.7280 -6.0179 2.3108
H 9.5350 -5.6160 1.8554
H 8.9179 -5.8104 3.2808
C 8.8357 -7.5365 1.9847
H 7.6251 -3.7254 0.5914
H 6.1946 -4.7005 0.1935
H 7.9155 -5.3194 -0.1887
H 8.0228 -8.0461 2.5020
H 9.7334 -7.8889 2.4925
H 8.7302 -7.6982 0.9119
C -6.2742 1.9798 3.2742
C -5.1165 1.9016 4.3445
O -4.5994 0.8381 4.7462
N -4.6233 3.2203 4.9165
H -5.0921 4.0019 4.4814
H -4.7596 3.2845 5.9151
C -3.1457 3.4408 4.5967
H -5.8580 2.1094 2.2751
H -7.0507 2.6941 3.5478
H -6.8224 1.0390 3.3239
H -2.7330 4.3612 5.0099
H -3.0944 3.5058 3.5099
H -2.7069 2.5108 4.9582
C 3.5194 5.5327 -9.7288
C 3.2897 5.6373 -8.2815
O 2.8386 6.7069 -7.8606
N 3.7469 4.4268 -7.4130
H 3.1557 3.6947 -7.7797
H 4.6620 4.0498 -7.6143
C 3.5885 4.7174 -5.9304
H 2.5956 5.7981 -10.2428
H 3.5718 4.4826 -10.0162
H 4.3242 6.0687 -10.2320
H 3.7821 3.7912 -5.3892
H 2.5451 4.9785 -5.7541
H 4.2486 5.4786 -5.5146
C -4.4489 -6.2607 0.8752
C -5.2691 -7.4018 1.5815
O -6.3612 -7.2774 2.1372
N -4.5616 -8.8134 1.6042
H -3.8203 -8.8741 0.9209
H -4.0011 -8.8541 2.4435
C -5.5535 -9.9787 1.4329
H -3.5449 -6.0094 1.4299
H -5.1731 -5.4580 0.7362
H -4.2080 -6.6432 -0.1166
H -5.7865 -9.9939 0.3682
H -6.4181 -9.9148 2.0935
H -4.8417 -10.7570 1.7079
C -6.2683 2.3440 -8.5859
C -5.7164 3.2458 -7.4660
O -4.7312 3.9808 -7.6063
N -6.4995 3.1576 -6.1779
H -7.3494 3.6995 -6.2417
H -6.6932 2.1734 -6.0595
C -5.7224 3.8485 -4.9938
H -5.5337 2.4419 -9.3852
H -7.2133 2.6961 -8.9996
H -6.2860 1.2565 -8.5151
H -5.4927 4.8856 -5.2383
H -4.8012 3.3053 -4.7829
H -6.3654 3.9605 -4.1208
P 0.4904 0.2526 -0.4740
F 2.0939 0.2409 -0.4964
F 0.5308 0.0296 1.1226
F 0.4503 1.9257 -0.3477
F -1.1917 0.1467 -0.4303
F 0.4311 0.4886 -2.1010
F 0.5839 -1.3227 -0.7382
B -6.3458 -3.0232 -5.1322
F -5.5332 -2.2739 -4.3556
F -7.5380 -2.3854 -5.3340
F -5.7613 -3.3773 -6.2815
F -6.6858 -4.1819 -4.5239



Entry 3:
132
Properties=species:S:1:pos:R:3 method="wB97M-V/def2-TZVPD" orbital_gap_ev=5.167 largest_force_ev_per_a=2.80 total_charge=+3
C -2.0464 -5.3167 -3.3197
C -1.2435 -4.0398 -3.5821
C -0.7200 -3.9425 -4.9959
O -0.0574 -2.7184 -5.2882
C 0.1733 -2.4763 -6.6697
N -2.1213 -2.8137 -3.3032
H -2.7369 -2.5365 -4.0716
H -2.7199 -3.0079 -2.5041
H -1.5151 -2.0018 -3.1478
H -2.3312 -5.4913 -2.2796
H -1.3715 -6.1545 -3.4935
H -2.9676 -5.2722 -3.8986
H -0.4197 -3.8823 -2.8848
H -1.4935 -4.1368 -5.7448
H -0.0233 -4.7863 -5.0496
H -0.7290 -2.3925 -7.2782
H 0.8233 -3.2705 -7.0417
H 0.6800 -1.5181 -6.7615
C 1.9285 -0.8993 -3.3177
C 1.3042 0.0772 -4.2982
C 0.9642 1.4783 -3.8264
O 0.6214 2.2415 -4.9498
C 0.3886 3.6103 -4.6170
N 2.2338 0.2195 -5.4966
H 1.8109 0.6913 -6.3005
H 3.1314 0.6455 -5.2620
H 2.4632 -0.7055 -5.8696
H 2.9522 -0.6917 -2.9995
H 1.9331 -1.9443 -3.6338
H 1.3240 -0.9492 -2.4143
H 0.3790 -0.3586 -4.6779
H 1.8934 1.8608 -3.3782
H 0.1859 1.4471 -3.0613
H 1.2818 4.0884 -4.2096
H -0.4099 3.6736 -3.8724
H 0.0568 4.1693 -5.4877
C -2.7421 3.0203 -0.9576
C -3.8298 2.3844 -1.8009
C -3.5774 2.2078 -3.3125
O -3.3431 3.4726 -3.8805
C -3.0389 3.3337 -5.2416
N -4.1672 1.0069 -1.2427
H -3.3889 0.3463 -1.2367
H -4.4779 1.1687 -0.2704
H -4.8980 0.5367 -1.7737
H -1.8220 2.4355 -1.0217
H -3.0751 2.9936 0.0807
H -2.5512 4.0439 -1.2689
H -4.6984 3.0347 -1.6917
H -4.3852 1.6988 -3.8525
H -2.6876 1.5771 -3.4500
H -2.8589 4.2870 -5.7341
H -3.8529 2.7794 -5.7218
H -2.1101 2.7667 -5.4015
C 8.5069 -0.3115 -0.6452
C 7.0423 -0.4162 -0.2155
C 6.3610 -1.6920 -0.7526
O 5.3310 -2.3035 0.0101
C 4.2961 -1.4922 0.4506
N 7.0216 -0.3713 1.3095
H 7.5749 -1.1229 1.7310
H 7.4466 0.5311 1.5384
H 6.1588 -0.3816 1.8564
H 8.6320 0.0212 -1.6722
H 9.0257 -1.2590 -0.4953
H 9.0050 0.4124 0.0040
H 6.5159 0.4901 -0.5124
H 7.1399 -2.4134 -1.0064
H 6.0142 -1.5254 -1.7795
H 3.9495 -0.7110 -0.2400
H 4.4175 -0.9698 1.4108
H 3.3640 -2.0359 0.6246
C 0.9289 1.1596 4.0292
C 0.8185 1.9389 5.3245
C -0.5620 2.0018 5.9432
O -0.4977 2.8002 7.0893
C -1.5776 2.5875 8.0179
N 1.9143 1.4499 6.2928
H 1.7900 0.5853 6.8231
H 2.6439 1.1308 5.6464
H 2.4244 2.1508 6.8335
H 0.8262 0.0803 3.9194
H 1.7649 1.5129 3.4124
H 0.1959 1.5699 3.3225
H 1.1284 2.9581 5.0852
H -0.8954 0.9662 6.1079
H -1.2875 2.3983 5.2268
H -1.5160 1.5961 8.4666
H -2.5048 2.6675 7.4443
H -1.5114 3.4350 8.6921
C -4.1369 -3.2274 2.9302
C -2.7657 -2.6735 2.5408
C -1.6859 -2.7688 3.6256
O -1.4318 -4.1151 3.8711
C -0.3548 -4.3891 4.7219
N -2.2387 -3.3490 1.2800
H -1.5742 -2.7933 0.7038
H -1.9417 -4.3226 1.3593
H -3.0184 -3.4204 0.6208
H -4.7030 -3.6535 2.0986
H -4.8142 -2.4855 3.3548
H -4.0980 -3.9980 3.7028
H -2.9384 -1.6468 2.2330
H -2.0933 -2.2884 4.5237
H -0.7880 -2.1970 3.3559
H -0.1917 -5.4648 4.6634
H -0.5664 -4.1506 5.7691
H 0.5960 -3.9101 4.4596
C 0.3771 0.3522 0.1780
F 0.0199 1.4995 0.6890
F 1.2278 0.6722 -0.8066
F 1.0081 -0.3183 1.1122
S -1.1352 -0.5461 -0.5976
O -1.5488 -0.0207 -1.8944
O -0.6784 -1.9432 -0.7065
O -2.1811 -0.4418 0.3908
C 0.5964 4.1632 2.0106
F 1.6519 3.2976 1.9017
F -0.0124 4.1833 0.8236
F -0.1676 3.6701 2.9852
S 1.3750 5.7919 2.5117
O 2.2875 5.4439 3.6129
O 1.9686 6.2599 1.2769
O 0.2913 6.6096 3.0190
C -2.9568 1.1748 3.5495
F -3.0890 0.7136 4.7815
F -2.5422 2.4413 3.6050
F -2.0081 0.4696 2.9007
S -4.6718 1.0432 2.7129
O -5.6745 1.6136 3.5954
O -4.6136 1.6901 1.4071
O -4.7831 -0.3945 2.5992